(1)
{
  "formula": "H20O10",
  "method": "ωB97M-V/def2-TZVPD",
  "relative_energy_kj_mol": 351.1,
  "orbital_gap_ha": 0.38719,
  "max_force_ev_per_a": 1.690,
  "smiles": "O.O.O.O.O.O.O.O.O.O",
  "symbols": ["O", "H", "H", "O", "H", "H", "O", "H", "H", "O", "H", "H", "O", "H", "H", "O", "H", "H", "O", "H", "H", "O", "H", "H", "O", "H", "H", "O", "H", "H"],
  "coordinates": [[1.083, -3.084, 1.734], [0.935, -2.237, 2.211], [0.153, -3.336, 1.684], [-1.463, 1.905, -1.119], [-1.422, 1.415, -0.286], [-0.853, 1.319, -1.637], [1.536, 0.435, 2.388], [2.491, 0.501, 2.236], [1.285, 1.251, 1.941], [1.331, 3.058, -1.061], [1.554, 3.537, -0.260], [0.533, 3.424, -1.443], [-0.987, -1.043, 2.814], [-0.341, -0.355, 2.593], [-0.946, -0.948, 3.774], [-2.844, -1.275, -0.793], [-1.987, -1.072, -1.175], [-2.832, -2.208, -0.508], [0.991, -1.849, -3.288], [1.068, -1.069, -2.714], [1.669, -2.516, -3.434], [-0.058, -2.073, -0.661], [0.699, -2.394, -1.164], [0.080, -1.835, 0.263], [-0.745, 2.037, 2.464], [-1.611, 2.067, 2.050], [-0.746, 1.864, 3.435], [0.490, 1.213, -3.580], [0.064, 2.056, -3.769], [0.872, 1.212, -2.695]],
  "atomic_forces_ev_per_a": [[-0.580, 1.091, 0.692], [0.617, -0.536, -0.126], [0.021, -0.612, -0.190], [1.120, -1.217, -0.350], [-0.359, 0.277, 0.144], [-0.932, 0.888, 0.100], [0.881, 0.529, -0.414], [-0.026, -0.694, 0.344], [-0.874, 0.101, 0.063], [0.608, -0.517, -0.214], [-0.298, 0.211, -0.097], [-0.296, 0.226, 0.387], [0.448, 0.353, 0.414], [-0.017, 0.018, -0.533], [-0.358, -0.485, 0.092], [-0.672, -0.251, 0.368], [0.231, -0.557, 0.019], [0.387, 0.782, -0.370], [-1.382, -0.159, -0.444], [1.007, -0.998, -0.475], [0.518, 0.990, 0.712], [-1.219, 0.605, -0.507], [0.114, 0.069, 0.752], [0.904, -0.479, -0.465], [0.997, 0.013, 0.559], [-0.281, -0.105, 0.756], [-0.749, 0.259, -1.357], [-0.105, -0.595, -0.083], [0.187, 0.022, 0.378], [0.110, 0.771, -0.155]],
  "mulliken_charge": [-0.699, 0.356, 0.324, -0.547, 0.285, 0.269, -0.591, 0.288, 0.276, -0.600, 0.287, 0.324, -0.576, 0.249, 0.335, -0.622, 0.312, 0.305, -0.654, 0.328, 0.309, -0.569, 0.282, 0.349, -0.604, 0.317, 0.305, -0.640, 0.310, 0.291]
}

(2)
{
  "formula": "H20O10",
  "method": "ωB97M-V/def2-TZVPD",
  "relative_energy_kj_mol": 573.8,
  "orbital_gap_ha": 0.38104,
  "max_force_ev_per_a": 4.920,
  "smiles": "O.O.O.O.O.O.O.O.O.O",
  "symbols": ["O", "H", "H", "O", "H", "H", "O", "H", "H", "O", "H", "H", "O", "H", "H", "O", "H", "H", "O", "H", "H", "O", "H", "H", "O", "H", "H", "O", "H", "H"],
  "coordinates": [[0.629, -0.330, 0.462], [-0.179, -0.799, 0.225], [0.388, 0.170, 1.250], [-2.347, -3.010, -3.700], [-1.460, -2.777, -3.403], [-2.205, -3.746, -4.306], [0.224, 2.994, 3.536], [-0.596, 3.436, 3.785], [-0.042, 2.384, 2.839], [-0.901, -0.686, -1.862], [-0.794, -0.060, -1.137], [-0.102, -1.224, -1.828], [1.488, -1.742, 2.447], [1.511, -1.258, 1.614], [2.244, -2.337, 2.395], [-3.568, 0.196, -1.113], [-2.881, 0.869, -1.174], [-4.033, 0.409, -0.296], [3.869, 0.221, 0.100], [4.552, 0.132, -0.574], [3.915, -0.607, 0.592], [-1.499, -0.765, 3.558], [-0.980, -1.194, 2.868], [-1.216, 0.155, 3.526], [0.030, 1.351, -0.315], [-0.538, 1.329, 0.464], [-0.114, 2.229, -0.686], [1.684, 1.602, -2.726], [1.886, 0.906, -3.362], [1.036, 2.152, -3.178]],
  "atomic_forces_ev_per_a": [[1.122, -4.103, 2.264], [0.115, -0.531, 0.227], [0.499, -0.365, 0.027], [0.194, -0.214, -0.143], [-0.207, 0.175, 0.082], [-0.081, 0.050, 0.039], [-0.241, -0.136, -0.109], [0.076, 0.037, 0.058], [0.164, 0.160, 0.059], [-0.119, -0.805, -0.191], [0.245, 0.484, -0.618], [0.066, 0.231, -0.115], [0.496, -0.472, 0.486], [-0.170, 0.001, -0.406], [-0.163, -0.045, 0.290], [0.001, 0.234, 0.329], [-0.068, -0.102, -0.199], [-0.087, -0.055, -0.074], [0.129, -0.203, -0.008], [-0.076, 0.093, 0.035], [-0.009, 0.119, 0.000], [-0.093, 0.311, -0.352], [0.195, -0.276, 0.201], [0.010, -0.103, 0.280], [-1.715, 4.373, -1.461], [-0.169, 0.598, -0.317], [-0.125, 0.479, -0.262], [-0.005, 0.110, -0.198], [-0.048, 0.039, 0.108], [0.066, -0.084, -0.031]],
  "mulliken_charge": [-0.815, 0.378, 0.187, -0.592, 0.283, 0.306, -0.609, 0.326, 0.270, -0.547, 0.345, 0.318, -0.589, 0.414, 0.289, -0.596, 0.278, 0.308, -0.582, 0.298, 0.289, -0.609, 0.312, 0.300, -0.487, 0.300, 0.228, -0.594, 0.295, 0.297]
}

(3)
{
  "formula": "H20O10",
  "method": "ωB97M-V/def2-TZVPD",
  "relative_energy_kj_mol": 342.5,
  "orbital_gap_ha": 0.37356,
  "max_force_ev_per_a": 3.497,
  "smiles": "O.O.O.O.O.O.O.O.O.O",
  "symbols": ["O", "H", "H", "O", "H", "H", "O", "H", "H", "O", "H", "H", "O", "H", "H", "O", "H", "H", "O", "H", "H", "O", "H", "H", "O", "H", "H", "O", "H", "H"],
  "coordinates": [[0.834, 2.773, -2.716], [1.716, 3.079, -2.714], [0.798, 1.868, -2.969], [0.903, -0.603, -0.417], [0.812, 0.324, -0.591], [0.049, -0.954, -0.641], [0.238, 2.018, 0.164], [-0.247, 2.665, 0.643], [1.154, 2.261, 0.237], [-1.491, 0.263, 1.580], [-0.948, 1.004, 1.187], [-1.022, -0.546, 1.283], [-1.792, -1.350, -0.859], [-2.557, -1.919, -0.750], [-1.930, -0.574, -1.416], [-1.934, 1.150, -1.994], [-2.798, 1.424, -2.080], [-1.720, 1.570, -1.157], [1.621, -0.152, 1.982], [0.833, -0.534, 2.429], [1.459, -0.304, 1.038], [1.092, -3.885, 1.475], [0.358, -4.461, 1.531], [0.990, -3.260, 0.718], [3.028, 1.963, 0.214], [2.853, 2.086, 1.135], [3.394, 2.675, -0.227], [-1.736, -3.207, 1.027], [-2.245, -2.647, 1.658], [-1.714, -2.719, 0.240]],
  "atomic_forces_ev_per_a": [[-1.699, 0.966, 0.395], [1.479, 0.124, -0.187], [0.237, -1.048, -0.330], [0.691, -0.694, -0.736], [-0.037, 0.952, -0.242], [-0.803, -0.629, -0.176], [-0.946, -0.567, -0.533], [-0.505, 1.116, 0.541], [1.113, 0.065, -0.131], [0.766, 0.463, -0.551], [-0.470, -1.577, 0.712], [-0.441, 0.831, 0.115], [0.678, -0.591, 0.070], [-0.591, 0.723, -0.764], [-0.660, 0.295, -0.276], [2.561, -0.859, 0.574], [-3.282, 0.797, -0.907], [0.811, 0.044, 0.259], [-0.398, 0.040, 1.300], [0.936, 0.450, -0.383], [-0.021, -0.369, 0.231], [1.806, 1.567, -0.659], [-1.412, -0.495, -0.314], [-0.232, -1.023, 1.036], [-1.559, -2.844, -0.071], [0.412, 0.361, 0.976], [1.245, 2.447, -0.678], [-0.919, -0.733, 2.615], [0.601, -0.652, -0.630], [0.638, 0.839, -1.256]],
  "mulliken_charge": [-0.575, 0.276, 0.308, -0.561, 0.239, 0.400, -0.551, 0.311, 0.183, -0.604, 0.458, 0.174, -0.671, 0.233, 0.291, -0.647, 0.299, 0.321, -0.668, 0.304, 0.422, -0.623, 0.293, 0.322, -0.650, 0.332, 0.267, -0.611, 0.309, 0.420]
}

(4)
{
  "formula": "H20O10",
  "method": "ωB97M-V/def2-TZVPD",
  "relative_energy_kj_mol": 684.2,
  "orbital_gap_ha": 0.35214,
  "max_force_ev_per_a": 4.919,
  "smiles": "O.O.O.O.O.O.O.O.O.O",
  "symbols": ["O", "H", "H", "O", "H", "H", "O", "H", "H", "O", "H", "H", "O", "H", "H", "O", "H", "H", "O", "H", "H", "O", "H", "H", "O", "H", "H", "O", "H", "H"],
  "coordinates": [[0.813, 0.705, 0.499], [-0.118, 0.401, 0.658], [0.866, 1.711, 0.687], [-0.511, 0.519, -1.666], [-0.316, -0.043, -2.502], [0.084, 1.225, -1.570], [1.898, -2.257, 2.222], [2.557, -2.712, 1.697], [1.456, -1.557, 1.631], [-1.305, -3.238, -1.083], [-0.620, -2.571, -1.225], [-1.151, -3.712, -1.962], [-1.272, 2.716, 1.125], [-1.477, 3.644, 1.360], [-1.793, 2.132, 1.658], [-0.162, 4.178, 0.181], [0.174, 4.630, 0.937], [0.477, 3.441, 0.124], [-2.816, 0.842, -0.867], [-1.903, 0.804, -0.506], [-2.728, 0.935, -1.815], [1.295, -2.793, 0.237], [1.581, -3.643, 0.609], [0.292, -2.919, 0.303], [5.514, 0.855, -1.234], [5.702, -0.074, -1.001], [5.183, 1.253, -0.425], [-3.952, -1.345, 0.305], [-4.110, -0.874, 1.199], [-3.660, -2.253, 0.424]],
  "atomic_forces_ev_per_a": [[-0.115, 1.833, 0.926], [1.302, 0.950, -0.210], [-0.708, -2.932, 0.048], [-0.624, -3.360, -3.058], [-0.167, 1.915, 2.213], [1.653, 1.066, -0.231], [-0.136, 2.461, 2.448], [0.032, 0.765, 0.130], [1.679, -1.881, 1.394], [0.774, -0.747, -2.289], [-0.171, 0.457, 0.344], [-0.740, 0.389, 1.819], [-1.105, -1.055, 1.384], [-0.198, -1.398, -0.287], [-0.889, -0.441, 0.693], [2.510, 1.591, -2.289], [0.521, 0.995, 0.763], [-0.792, 0.614, -0.294], [-0.309, 0.380, 1.131], [-1.340, 0.120, -1.041], [0.363, 0.016, 0.106], [-3.150, -1.872, -3.282], [-0.224, 0.342, -0.356], [1.939, 0.165, -0.192], [0.181, -0.663, 0.045], [-0.166, 0.687, -0.131], [-0.028, -0.028, 0.088], [-0.603, 1.257, 1.786], [0.540, -1.701, -2.219], [-0.030, 0.075, 0.559]],
  "mulliken_charge": [-0.600, 0.335, 0.210, -0.513, 0.243, 0.283, -0.669, 0.293, 0.384, -0.614, 0.266, 0.319, -0.493, 0.284, 0.253, -0.657, 0.349, 0.315, -0.603, 0.365, 0.253, -0.741, 0.333, 0.400, -0.639, 0.322, 0.317, -0.599, 0.297, 0.306]
}

(5)
{
  "formula": "H20O10",
  "method": "ωB97M-V/def2-TZVPD",
  "relative_energy_kj_mol": 514.8,
  "orbital_gap_ha": 0.36673,
  "max_force_ev_per_a": 3.923,
  "smiles": "O.O.O.O.O.O.O.O.O.O",
  "symbols": ["O", "H", "H", "O", "H", "H", "O", "H", "H", "O", "H", "H", "O", "H", "H", "O", "H", "H", "O", "H", "H", "O", "H", "H", "O", "H", "H", "O", "H", "H"],
  "coordinates": [[0.606, 0.504, -0.316], [1.525, 0.450, -0.615], [0.461, 1.381, -0.072], [3.316, 0.433, -2.156], [3.882, 1.167, -1.976], [2.930, 0.712, -2.924], [-3.020, 1.814, -1.625], [-3.251, 0.828, -1.830], [-2.083, 1.877, -1.651], [-1.684, -2.050, 2.608], [-0.848, -1.500, 2.469], [-2.219, -1.422, 3.061], [4.190, 1.945, 1.736], [3.310, 1.845, 2.064], [4.619, 1.056, 1.555], [2.506, -3.070, 0.157], [2.984, -2.409, 0.699], [3.006, -3.833, 0.067], [-0.835, 4.030, 0.488], [-0.674, 4.051, 1.493], [-0.189, 4.546, 0.014], [-3.174, -1.647, -1.177], [-3.098, -0.802, -1.609], [-2.283, -1.879, -0.898], [0.653, -2.445, -1.049], [0.104, -2.715, -0.340], [1.026, -3.338, -1.216], [-4.040, -0.028, 0.688], [-4.502, -0.067, 1.513], [-3.216, 0.564, 0.841]],
  "atomic_forces_ev_per_a": [[0.434, -2.169, -0.457], [-0.156, -0.116, -0.174], [-0.353, 2.393, 0.614], [1.045, -1.290, 2.834], [0.886, 0.672, 0.632], [-1.986, 0.661, -3.319], [-2.022, -2.682, -0.495], [0.696, 3.172, 0.604], [1.326, -0.106, -0.081], [2.634, 0.706, -0.713], [-1.531, -1.333, 0.083], [-1.027, 0.602, 0.565], [2.018, -0.985, -0.849], [-0.738, -0.640, 0.271], [-1.296, 1.608, 0.540], [-0.235, 2.320, 1.392], [-0.217, -0.903, -0.573], [1.999, -2.109, 0.146], [-0.407, -0.800, 2.324], [-0.019, 0.316, -2.646], [0.498, 0.416, 0.303], [0.051, -0.926, -0.244], [0.189, 0.036, -0.073], [0.031, 0.131, -0.082], [-0.493, -0.863, -2.021], [-1.139, 0.262, 1.427], [0.070, 1.232, -0.358], [2.327, 1.700, -0.088], [-0.317, 0.122, 0.775], [-2.270, -1.427, -0.336]],
  "mulliken_charge": [-0.582, 0.294, 0.294, -0.612, 0.310, 0.301, -0.619, 0.291, 0.316, -0.611, 0.322, 0.290, -0.639, 0.311, 0.325, -0.520, 0.262, 0.271, -0.639, 0.326, 0.314, -0.565, 0.222, 0.326, -0.584, 0.294, 0.283, -0.560, 0.264, 0.317]
}